1.
Density functional theory data (the ωB97M-V functional and the def2-TZVPD basis) for a molecular structure, C28H28Ge2IrN3O8.

Summary:
- gap between HOMO and LUMO (alpha / beta) (eV) = 7.985 / 6.050
- energy above the lowest of the compared OMol25 structures with the same formula, charge and spin (kcal/mol) = 9.9
- net charge = +1
- 2S+1 = 2

Cartesian coordinates (Å):
Ir: -1.644 0.311 -0.549
O: -1.240 1.709 -2.129
C: -1.303 3.068 -1.641
C: -2.392 3.126 -0.613
C: -3.100 4.279 -0.354
C: -4.102 4.252 0.605
C: -4.375 3.059 1.255
C: -3.630 1.937 0.948
N: -2.637 1.977 0.045
H: -0.432 1.612 -2.656
H: -1.513 3.728 -2.482
H: -0.346 3.333 -1.180
H: -2.876 5.181 -0.906
H: -4.671 5.144 0.826
H: -5.163 2.983 1.990
H: -3.797 0.981 1.420
O: -4.219 -1.909 0.936
C: -3.043 -1.751 0.727
O: -2.375 -0.644 1.027
C: -2.163 -2.878 0.255
C: -2.484 -4.135 0.663
C: -1.551 -5.186 0.496
C: -0.299 -4.968 0.024
C: 0.053 -3.663 -0.389
C: -0.943 -2.606 -0.445
O: -0.696 -1.515 -1.030
N: 1.390 -3.461 -0.628
O: 1.928 -2.227 -0.835
O: 2.260 -4.141 0.186
N: -1.919 -6.544 0.934
O: -3.035 -6.687 1.383
O: -1.053 -7.391 0.899
H: -3.436 -4.320 1.140
H: 0.426 -5.767 -0.010
C: 1.851 2.192 -3.335
Ge: 1.977 0.507 -2.283
C: 1.357 -0.874 -3.514
C: 3.886 0.317 -1.885
Ge: 0.747 0.567 -0.119
C: 1.020 2.259 0.818
C: 0.261 2.563 1.948
C: 0.410 3.785 2.589
C: 1.321 4.717 2.108
C: 2.087 4.426 0.988
C: 1.932 3.203 0.347
C: 1.258 -0.931 1.061
C: 2.357 -1.794 0.509
C: 2.653 -3.140 1.207
C: 1.914 -3.359 2.484
C: 1.010 -2.491 2.933
C: 0.643 -1.275 2.192
H: 2.478 1.989 -4.207
H: 2.247 3.068 -2.828
H: 0.876 2.445 -3.768
H: 1.813 -0.678 -4.486
H: 0.273 -0.844 -3.629
H: 1.643 -1.867 -3.182
H: 4.459 0.599 -2.769
H: 4.128 -0.719 -1.651
H: 4.200 0.955 -1.058
H: -0.465 1.850 2.325
H: -0.182 4.010 3.466
H: 1.436 5.669 2.610
H: 2.804 5.146 0.617
H: 2.541 2.987 -0.525
H: 3.270 -1.222 0.350
H: 3.722 -3.305 1.313
H: 2.145 -4.264 3.030
H: 0.496 -2.687 3.865
H: -0.190 -0.693 2.568

---

2.
Density functional theory data (the ωB97M-V functional and the def2-TZVPD basis) for a molecular structure, C4H6AgO2 at a distorted geometry.

Summary:
- gap between HOMO and LUMO (eV) = 6.477
- energy above the lowest of the compared OMol25 structures with the same formula, charge and spin (kcal/mol) = 88.5
- net charge = +1

Cartesian coordinates (Å):
C: 0.117 1.028 0.111
C: -0.243 0.404 1.179
H: 0.067 0.083 2.165
O: -0.755 3.050 -0.907
C: -0.847 1.664 -0.780
H: -0.889 1.155 -1.753
H: 0.152 3.321 -1.080
H: -1.782 1.247 -0.031
H: 0.999 -0.878 -0.358
C: 1.045 -1.826 0.491
O: 0.415 -2.861 0.456
Ag: -0.151 -4.699 -0.706
H: 1.872 -1.687 1.214

---

3.
Density functional theory data (the ωB97M-V functional and the def2-TZVPD basis) for C15H15Cl2N5O in the gas phase at a distorted geometry.

Summary:
- gap between HOMO and LUMO (eV) = 8.631
- energy above the lowest of the compared OMol25 structures with the same formula, charge and spin (kcal/mol) = 47.9
- net charge = 0

Cartesian coordinates (Å):
O: -2.879 5.148 2.883
Cl: 4.508 -2.177 1.042
Cl: 0.639 -4.233 1.875
N: -4.193 3.976 -0.657
N: -2.414 2.293 -0.593
C: -3.061 4.833 1.683
C: -4.633 5.023 -0.017
C: -1.410 2.049 0.231
C: -3.034 3.365 -0.112
C: -2.451 3.665 1.063
C: -0.500 0.223 -1.279
C: 0.101 0.408 1.058
C: 0.342 -0.840 -1.457
C: 1.016 -0.673 0.829
C: -0.639 0.883 -0.015
C: 1.080 -1.290 -0.429
N: -3.946 5.586 1.015
N: -1.375 2.866 1.263
N: 1.844 -2.362 -0.578
C: 4.238 -2.939 -0.550
C: 1.446 -4.777 0.293
C: 3.161 -2.205 -1.325
C: 1.133 -3.654 -0.757
H: -5.474 5.609 -0.395
H: -1.170 0.425 -2.145
H: 0.145 0.894 2.044
H: 0.398 -1.412 -2.361
H: 1.511 -1.254 1.621
H: -4.314 6.335 1.534
H: -0.564 2.893 1.833
H: 3.963 -4.009 -0.561
H: 5.139 -2.897 -1.112
H: 1.022 -5.712 -0.033
H: 2.564 -4.968 0.411
H: 3.120 -2.556 -2.428
H: 3.315 -1.117 -1.423
H: 0.097 -3.429 -0.706
H: 1.276 -3.969 -1.744

---

4.
Density functional theory data (the ωB97M-V functional and the def2-TZVPD basis) for 9 unconnected molecules or ions with the total composition C14H43O16 at a distorted geometry.

Summary:
- gap between HOMO and LUMO (eV) = 6.161
- net charge = -1

Cartesian coordinates (Å):
O: 0.289 0.159 0.302
C: -0.473 -0.867 0.145
O: -1.659 -0.783 0.470
O: 0.003 -1.897 -0.264
H: -0.432 0.636 0.719
C: -0.690 -2.313 5.310
O: -1.789 -3.090 5.533
H: 0.117 -2.939 4.928
H: -0.949 -1.571 4.555
H: -0.342 -1.747 6.174
H: -2.109 -3.344 4.664
C: -1.534 -5.589 -4.466
O: -0.486 -4.633 -4.570
H: -2.589 -5.313 -4.463
H: -1.448 -6.448 -5.131
H: -1.260 -6.073 -3.529
H: -0.383 -4.004 -3.853
C: -5.851 -5.024 1.299
O: -4.567 -5.086 1.808
H: -5.945 -5.595 0.376
H: -6.593 -5.553 1.898
H: -6.168 -4.030 0.983
H: -3.996 -4.446 1.378
C: 6.336 2.488 -2.519
C: 7.841 2.989 -2.424
O: 8.358 3.010 -1.039
O: 6.090 1.394 -1.607
H: 6.185 2.173 -3.552
H: 5.706 3.275 -2.103
H: 7.884 3.953 -2.931
H: 8.680 2.460 -2.875
H: 9.244 3.367 -0.941
H: 5.178 1.097 -1.581
C: -5.356 2.837 2.335
C: -4.486 3.994 1.743
O: -3.532 3.684 0.690
O: -4.594 1.965 3.167
H: -5.768 2.204 1.549
H: -6.254 3.247 2.797
H: -4.048 4.635 2.508
H: -5.209 4.677 1.296
H: -2.775 4.189 0.998
H: -4.142 1.353 2.582
C: -4.747 1.611 -4.633
C: -4.018 2.859 -5.143
O: -3.019 3.297 -4.253
O: -5.188 1.516 -3.350
H: -4.069 0.757 -4.646
H: -5.547 1.173 -5.230
H: -4.694 3.685 -5.363
H: -3.637 2.737 -6.157
H: -3.253 2.951 -3.389
H: -4.468 1.006 -2.973
C: 4.114 6.341 1.905
C: 2.915 6.381 0.933
O: 1.819 5.581 1.369
O: 4.470 4.957 2.096
H: 3.903 6.847 2.847
H: 4.959 6.941 1.566
H: 3.081 6.115 -0.111
H: 2.512 7.388 0.822
H: 2.207 4.746 1.639
H: 4.921 4.607 1.325
C: 2.559 -6.724 1.895
C: 3.939 -6.067 2.232
O: 3.842 -4.606 2.280
O: 2.272 -6.564 0.560
H: 1.726 -6.400 2.518
H: 2.718 -7.779 2.118
H: 4.785 -6.259 1.572
H: 4.242 -6.469 3.199
H: 3.408 -4.323 1.472
H: 1.768 -5.748 0.542

---

5.
Density functional theory data (the ωB97M-V functional and the def2-TZVPD basis) for 2 unconnected molecules or ions with the total composition C5H9FO at a distorted geometry.

Summary:
- gap between HOMO and LUMO (eV) = 10.549
- energy above the lowest of the compared OMol25 structures with the same formula, charge and spin (kcal/mol) = 71.6
- net charge = 0

Cartesian coordinates (Å):
C: -0.137 3.189 0.356
C: -1.406 -0.252 1.320
C: 1.228 -0.336 -1.603
C: -0.122 -0.578 0.476
C: 0.183 0.064 -0.630
O: 0.810 2.501 0.869
F: 0.013 4.430 0.774
H: -1.688 0.846 1.042
H: -2.113 -1.002 0.841
H: -1.275 -0.591 2.341
H: 0.725 -0.364 -2.639
H: 1.802 -1.223 -1.488
H: 2.068 0.393 -1.670
H: 0.585 1.511 0.686
H: 0.268 -1.464 0.788
H: -0.502 0.841 -0.804

---

6.
Density functional theory data (the ωB97M-V functional and the def2-TZVPD basis) for C4H5NOS2 in the gas phase at a distorted geometry.

Summary:
- gap between HOMO and LUMO (alpha / beta) (eV) = 6.993 / 6.994
- energy above the lowest of the compared OMol25 structures with the same formula, charge and spin (kcal/mol) = 138.8
- net charge = 0

Cartesian coordinates (Å):
C: -0.113 1.922 -0.165
C: -1.459 1.359 -0.011
C: -0.659 -1.379 0.018
C: 1.107 1.334 -0.109
N: 1.720 -1.997 -0.351
O: 2.278 1.650 0.064
S: -2.000 -0.240 0.027
S: 0.881 -0.823 0.169
H: 0.047 2.982 -0.104
H: -2.279 2.029 0.104
H: -0.771 -2.425 -0.104
H: 2.641 -1.793 -0.207
H: 1.082 -0.663 1.593

---

7.
Density functional theory data (the ωB97M-V functional and the def2-TZVPD basis) for a molecular structure, C10H16O8Rb3 at a distorted geometry.

Summary:
- gap between HOMO and LUMO (eV) = 4.657
- net charge = +1

Cartesian coordinates (Å):
Rb: 0.857 3.798 3.554
Rb: -0.473 7.011 1.604
Rb: 4.722 3.708 -1.760
O: 0.042 4.332 0.890
C: 0.021 3.047 0.400
C: 1.349 2.459 -0.077
O: 2.072 3.186 -0.958
H: -0.731 2.922 -0.392
H: -0.213 2.307 1.214
H: 1.107 1.465 -0.522
H: 1.975 2.250 0.855
C: 1.417 -2.174 -0.154
C: 1.877 -2.561 1.223
C: 2.298 -1.378 2.134
O: 1.602 -1.561 3.342
C: 0.807 -2.661 3.246
O: 0.225 -3.165 4.136
O: 0.718 -3.050 1.939
H: 0.492 -2.678 -0.429
H: 2.106 -2.458 -0.958
H: 1.300 -1.092 -0.260
H: 2.672 -3.307 1.211
H: 2.146 -0.398 1.673
H: 3.380 -1.405 2.303
C: -3.473 -1.342 -0.873
C: -2.131 -0.731 -1.255
C: -1.572 -1.187 -2.611
O: -2.034 -0.171 -3.504
C: -2.351 0.942 -2.785
O: -2.638 1.987 -3.259
O: -2.276 0.685 -1.461
H: -4.085 -0.625 -0.334
H: -3.336 -2.283 -0.342
H: -4.021 -1.624 -1.782
H: -1.386 -0.918 -0.482
H: -1.982 -2.151 -2.899
H: -0.483 -1.178 -2.626

---

8.
Density functional theory data (the ωB97M-V functional and the def2-TZVPD basis) for 6 unconnected molecules or ions with the total composition C32H66BF15N5O10S at a distorted geometry.

Summary:
- gap between HOMO and LUMO (eV) = 6.567
- net charge = -1

Cartesian coordinates (Å):
O: 0.600 4.890 -4.241
S: 1.439 4.822 -2.906
O: 2.244 3.505 -2.979
C: 0.194 4.922 -1.508
O: 0.642 5.461 -0.180
B: -0.615 5.241 0.622
O: -1.581 4.322 -0.078
C: -0.877 3.713 -1.256
C: -0.428 2.269 -0.659
C: 1.132 2.107 -0.215
O: 1.804 1.147 -1.116
C: 2.832 0.360 -0.418
C: 4.189 1.229 -0.016
F: 4.232 2.578 -0.669
F: 5.337 0.465 -0.634
C: 4.483 1.254 1.596
F: 3.256 1.181 2.448
F: 5.248 -0.012 1.903
C: 5.426 2.488 2.117
F: 6.522 2.864 1.150
F: 6.162 1.961 3.327
C: 4.614 3.816 2.634
F: 3.329 4.076 1.947
F: 4.377 3.675 4.118
C: 2.668 6.234 -2.976
F: 1.906 7.476 -2.615
F: 3.205 6.467 -4.360
C: 3.912 6.131 -1.915
F: 4.262 7.553 -1.545
F: 3.598 5.449 -0.638
C: 5.288 5.471 -2.513
F: 6.127 6.459 -3.233
F: 6.138 4.978 -1.365
F: 5.093 4.308 -3.408
H: -0.515 5.805 -1.887
H: -1.182 6.287 0.472
H: -0.495 5.091 1.788
H: -1.562 3.434 -2.165
H: -0.694 1.401 -1.408
H: -1.091 2.073 0.314
H: 1.738 3.097 -0.084
H: 1.127 1.586 0.859
H: 3.155 -0.507 -1.173
H: 2.337 -0.189 0.493
H: 5.278 4.775 2.513
C: 5.613 1.209 8.057
C: 5.308 1.133 6.564
C: 3.796 1.067 6.243
O: 3.198 -0.208 6.485
C: 2.874 -0.455 7.845
N: 6.033 -0.008 5.984
H: 5.516 0.242 8.559
H: 6.645 1.542 8.218
H: 4.955 1.923 8.557
H: 5.698 2.051 6.109
H: 3.673 1.250 5.167
H: 3.240 1.860 6.756
H: 2.552 0.451 8.365
H: 3.728 -0.909 8.352
H: 2.054 -1.180 7.873
H: 5.911 0.008 4.971
H: 5.540 -0.858 6.274
C: -4.482 -0.896 2.683
C: -4.371 -1.089 1.174
C: -3.133 -1.910 0.743
O: -1.901 -1.188 0.795
C: -1.331 -1.093 2.092
N: -4.400 0.228 0.518
H: -3.802 -0.128 3.062
H: -5.495 -0.575 2.951
H: -4.280 -1.827 3.215
H: -5.260 -1.648 0.855
H: -3.265 -2.190 -0.310
H: -3.056 -2.848 1.304
H: -1.509 -1.991 2.689
H: -1.717 -0.207 2.602
H: -0.250 -0.960 1.979
H: -4.432 0.089 -0.492
H: -3.486 0.663 0.673
C: -4.150 -6.776 -2.565
C: -5.356 -5.942 -2.146
C: -5.051 -4.941 -1.005
O: -4.946 -5.538 0.289
C: -3.693 -6.151 0.552
N: -6.463 -6.843 -1.790
H: -3.934 -7.589 -1.866
H: -4.331 -7.243 -3.540
H: -3.255 -6.157 -2.658
H: -5.661 -5.355 -3.020
H: -5.894 -4.241 -0.938
H: -4.164 -4.336 -1.226
H: -2.863 -5.613 0.086
H: -3.713 -7.192 0.222
H: -3.538 -6.155 1.636
H: -7.297 -6.283 -1.613
H: -6.243 -7.246 -0.875
C: -3.975 0.497 -6.391
C: -4.358 1.682 -5.510
C: -3.437 1.864 -4.280
O: -3.674 0.931 -3.224
C: -3.082 -0.344 -3.422
N: -5.768 1.546 -5.111
H: -4.290 -0.462 -5.972
H: -4.455 0.583 -7.373
H: -2.895 0.462 -6.555
H: -4.263 2.585 -6.125
H: -3.641 2.853 -3.850
H: -2.379 1.865 -4.566
H: -2.121 -0.277 -3.941
H: -3.772 -0.991 -3.968
H: -2.915 -0.797 -2.440
H: -6.049 2.390 -4.612
H: -5.811 0.816 -4.395
C: 0.690 -4.213 -3.046
C: 0.307 -3.028 -2.164
C: 1.228 -2.846 -0.934
O: 0.991 -3.779 0.122
C: 1.583 -5.053 -0.077
N: -1.103 -3.164 -1.766
H: 0.375 -5.172 -2.626
H: 0.210 -4.127 -4.027
H: 1.769 -4.248 -3.210
H: 0.402 -2.125 -2.779
H: 1.024 -1.856 -0.505
H: 2.286 -2.845 -1.220
H: 2.543 -4.987 -0.595
H: 0.893 -5.701 -0.622
H: 1.750 -5.507 0.905
H: -1.384 -2.320 -1.266
H: -1.146 -3.894 -1.049

---

9.
Density functional theory data (the ωB97M-V functional and the def2-TZVPD basis) for a molecular structure, C15H56BNO24 at a distorted geometry.

Summary:
- gap between HOMO and LUMO (eV) = 8.355
- energy above the lowest of the compared OMol25 structures with the same formula, charge and spin (kcal/mol) = 38.3
- net charge = 0

Cartesian coordinates (Å):
C: -1.891 1.347 5.874
C: -2.477 2.202 4.715
C: -3.574 1.403 3.901
C: -3.066 0.206 3.088
N: -4.037 -0.853 2.823
C: -4.984 -0.465 1.781
C: -6.365 -0.786 2.238
C: -6.253 -0.931 3.834
C: -4.803 -1.383 3.937
C: -3.225 -2.053 2.171
C: -2.223 -2.797 2.954
C: -1.968 -4.209 2.421
H: -2.813 1.025 6.526
H: -1.211 1.760 6.445
H: -1.288 0.395 5.498
H: -1.678 2.470 4.149
H: -2.671 3.240 5.399
H: -3.898 2.291 3.213
H: -4.410 1.316 4.487
H: -2.230 -0.366 3.555
H: -2.705 0.512 2.154
H: -4.952 -0.715 0.596
H: -4.957 0.609 1.751
H: -6.624 -1.851 1.801
H: -7.088 -0.008 1.998
H: -7.079 -1.462 4.255
H: -6.253 0.061 4.396
H: -4.873 -2.383 3.974
H: -4.561 -1.106 4.804
H: -2.739 -1.585 1.213
H: -3.682 -2.746 1.667
H: -2.743 -2.937 3.917
H: -1.233 -2.215 3.127
H: -0.868 -4.581 2.658
H: -2.093 -4.178 1.356
H: -2.854 -4.941 2.651
O: -0.187 0.148 1.670
C: 0.324 0.507 0.590
O: 0.543 -0.321 -0.348
B: 0.777 0.463 -1.492
O: 0.621 1.902 -1.018
C: 0.415 1.815 0.194
O: 0.575 2.727 0.935
O: -0.082 0.246 -2.711
C: 0.630 -0.081 -3.609
O: 0.132 -0.397 -4.721
C: 2.024 -0.074 -3.228
O: 2.118 0.120 -1.997
O: 2.990 -0.193 -3.992
O: 2.534 -3.228 -4.523
H: 2.753 -2.993 -3.665
H: 1.595 -3.667 -4.448
O: 4.728 0.797 -1.562
H: 4.715 0.229 -0.764
H: 3.906 0.975 -1.995
O: 1.610 -3.377 0.262
H: 2.181 -3.535 0.949
H: 1.155 -2.626 0.366
O: 1.690 1.228 3.586
H: 0.871 0.789 3.164
H: 1.584 2.194 3.345
O: 1.243 4.110 3.616
H: 1.917 4.707 3.088
H: 0.553 3.660 3.163
O: 1.378 5.168 -0.887
H: 1.162 4.282 -0.271
H: 1.408 4.836 -1.827
O: -1.332 0.984 -6.707
H: -1.003 0.435 -6.002
H: -0.619 1.121 -7.355
O: 4.270 -1.111 0.321
H: 5.073 -1.531 0.205
H: 3.689 -1.448 -0.399
O: 3.376 4.387 0.938
H: 3.313 4.870 1.807
H: 2.597 4.686 0.295
O: 3.705 2.136 0.798
H: 4.068 1.964 -0.136
H: 3.413 2.957 0.944
O: 4.504 0.920 -6.824
H: 4.384 -0.040 -6.574
H: 5.088 1.290 -6.116
O: 4.125 -1.675 -6.455
H: 3.702 -1.973 -5.673
H: 3.417 -1.557 -7.042
O: 5.545 -1.114 -3.416
H: 4.630 -1.009 -3.627
H: 5.325 -0.444 -2.829
O: 0.056 -3.103 -6.489
H: -0.385 -2.474 -5.880
H: 0.938 -2.634 -6.490
O: 0.787 3.138 -5.098
H: 1.044 2.272 -5.445
H: -0.233 3.052 -4.895
O: 3.019 -2.621 -2.028
H: 3.733 -3.371 -1.700
H: 2.302 -2.851 -1.323